1:
{"formula": "CHI3O", "method": "the ωB97M-V functional and the def2-TZVPD basis", "e_lumo_ha": -0.0360, "orbital_gap_ha": 0.3263, "elements": ["I", "I", "I", "H", "C", "O"], "positions_angstrom": [[1.440, 1.212, 0.764], [1.424, -4.265, -1.450], [-0.164, -1.555, -3.218], [2.307, 1.644, 2.048], [-0.424, -3.293, -2.088], [-1.450, -3.707, -1.720]], "mulliken_charge": [-0.087, 0.064, 0.134, 0.085, 0.138, -0.334]}


2:
{"formula": "CHI3O", "method": "the ωB97M-V functional and the def2-TZVPD basis", "e_lumo_ha": -0.0382, "orbital_gap_ha": 0.3017, "elements": ["I", "O", "H", "I", "C", "I"], "positions_angstrom": [[-0.388, -1.721, 1.420], [1.204, 0.001, -0.352], [1.266, -0.163, -1.236], [-1.592, 0.050, -1.397], [-0.090, 0.067, 0.143], [-0.400, 1.766, 1.422]], "mulliken_charge": [0.116, -0.348, 0.322, 0.173, -0.440, 0.177]}


Which of them is most stable, and which least? Most stable: 1; least stable: 2.


1:
{"formula": "C3H3FOS", "method": "the ωB97M-V functional and the def2-TZVPD basis", "e_lumo_ha": [-0.0347, -0.0347], "orbital_gap_ha": [0.2838, 0.2838], "elements": ["C", "C", "F", "H", "S", "H", "O", "C", "H"], "positions_angstrom": [[-0.189, 0.862, 0.937], [0.737, -0.550, -1.221], [-0.743, -1.370, 0.741], [-1.585, 0.091, -0.506], [0.673, 0.464, 2.316], [1.055, 0.469, -1.571], [1.044, -1.633, -1.361], [-0.673, -0.163, 0.183], [-0.320, 1.831, 0.482]], "mulliken_charge": [-0.368, 0.167, -0.267, 0.327, -0.203, 0.312, -0.262, -0.037, 0.331]}


2:
{"formula": "C3H3FOS", "method": "the ωB97M-V functional and the def2-TZVPD basis", "e_lumo_ha": 0.0020, "smiles": "F/C=C\\OC=S", "orbital_gap_ha": 0.3446, "elements": ["S", "F", "H", "C", "H", "O", "C", "C", "H"], "positions_angstrom": [[2.703, -0.242, -0.004], [-2.456, 0.485, -0.005], [-2.170, -1.521, 0.032], [-1.661, -0.570, -0.005], [1.782, 1.974, -0.001], [0.246, 0.776, -0.002], [1.567, 0.906, 0.000], [-0.337, -0.478, -0.008], [0.325, -1.331, -0.006]], "mulliken_charge": [-0.312, -0.215, 0.319, -0.113, 0.327, -0.193, 0.052, -0.145, 0.280]}


Which of them is most stable, and which least? Most stable: 2; least stable: 1.


1:
{"formula": "C30H39N5OPb", "method": "the ωB97M-V functional and the def2-TZVPD basis", "total_charge": -2, "e_lumo_ha": [0.1773, 0.1726], "orbital_gap_ha": [0.1506, 0.0892], "elements": ["H", "C", "H", "N", "N", "H", "N", "H", "H", "C", "C", "H", "Pb", "H", "H", "H", "O", "H", "H", "H", "H", "N", "C", "C", "H", "C", "H", "C", "C", "H", "N", "C", "H", "C", "H", "C", "H", "C", "C", "C", "H", "H", "H", "H", "H", "C", "H", "H", "H", "H", "H", "C", "C", "C", "C", "C", "C", "H", "C", "C", "H", "H", "H", "C", "C", "C", "C", "H", "H", "H", "H", "C", "C", "H", "C", "H"], "positions_angstrom": [[-2.663, -1.833, 2.771], [-2.045, -1.707, 1.848], [-4.447, -6.583, -1.087], [3.957, 3.528, 1.619], [-1.418, -1.287, -2.212], [0.398, -4.603, -1.151], [2.372, 2.935, -1.009], [-1.108, 3.504, 0.927], [-3.444, 1.683, 1.685], [1.846, 1.863, -1.712], [0.425, 1.682, -1.608], [2.827, 0.433, 2.707], [1.027, -0.260, 0.193], [4.442, 4.391, 1.899], [-0.236, 3.686, 2.537], [-5.268, -1.118, -1.707], [2.116, 2.181, 0.513], [-2.765, -1.663, 0.997], [1.174, 5.106, 0.917], [-1.506, -2.676, 1.706], [-3.782, -0.195, -1.797], [-0.275, 0.550, -2.123], [4.820, 2.298, 1.511], [-0.315, 3.082, 1.598], [4.661, 0.883, -3.279], [4.532, 2.568, -1.948], [4.032, 4.184, -0.645], [-2.745, 1.257, 0.925], [2.732, 3.748, 1.334], [5.560, 2.903, -2.039], [2.167, 4.953, 1.206], [-1.455, -3.547, -1.220], [-5.384, -5.551, -0.011], [-1.506, 0.815, 1.611], [-0.149, 2.395, -0.956], [-0.390, 1.645, 1.925], [2.266, 0.179, -2.912], [3.677, 3.310, -1.177], [0.629, 0.842, 2.527], [-0.731, -0.503, -1.343], [-5.337, -3.436, -1.193], [2.736, 5.741, 1.562], [2.027, -1.685, 2.782], [-3.887, -6.306, 0.557], [-1.665, -5.535, -0.428], [0.046, -3.567, -1.188], [0.507, -3.110, -2.072], [0.457, -3.084, -0.285], [-2.618, 2.048, 0.141], [-3.305, 0.432, 0.419], [-0.384, 1.132, -4.181], [-2.194, -4.650, -0.768], [-1.181, -0.517, 2.009], [-4.364, -5.821, -0.301], [-1.424, -0.714, -3.515], [-4.259, -3.485, -1.195], [2.016, 1.192, 2.899], [5.119, 2.066, 2.537], [4.045, 1.446, -2.605], [-4.262, -1.127, -2.121], [-1.951, -1.227, -4.299], [5.715, 2.537, 0.922], [2.409, 2.019, 2.305], [-0.687, 0.394, -3.453], [0.925, -1.723, 2.995], [2.726, 1.052, -2.447], [-3.561, -2.363, -1.664], [-4.368, -1.085, -3.212], [4.256, 1.461, 1.072], [0.810, -1.809, 4.096], [2.052, 1.626, 3.915], [-2.161, -2.444, -1.744], [0.131, -0.523, 2.595], [0.562, -2.686, 2.554], [-3.589, -4.621, -0.758], [0.629, 3.292, 1.047]], "mulliken_charge": [0.390, -1.402, 0.245, 0.497, 1.223, 0.492, 0.136, 0.363, 0.384, 0.757, -1.699, -0.063, 1.127, 0.520, 0.352, 0.393, 0.098, -0.015, 0.233, 0.101, 0.223, 0.784, -0.877, -0.345, 0.350, -0.548, 0.379, -1.588, -2.459, 0.444, 0.128, 1.759, 0.344, 0.013, 0.142, 0.812, 0.376, -0.731, 0.212, -0.612, 0.011, 0.485, 0.200, 0.353, 0.170, -1.587, 0.266, -0.007, 0.284, 0.296, 0.497, -1.460, 1.263, -1.564, -0.705, -1.391, -0.529, 0.346, -1.091, -1.915, 0.411, 0.340, 0.095, -0.761, -1.167, -0.205, 1.961, 0.355, 0.105, 0.326, 0.336, -1.490, -0.569, 0.348, 1.818, -0.765]}


2:
{"formula": "C30H39N5OPb", "method": "the ωB97M-V functional and the def2-TZVPD basis", "total_charge": -2, "e_lumo_ha": [0.1505, 0.1506], "orbital_gap_ha": [0.0661, 0.0922], "elements": ["C", "C", "H", "H", "H", "C", "N", "H", "H", "H", "C", "C", "H", "C", "H", "H", "H", "H", "C", "C", "C", "H", "H", "H", "C", "C", "H", "H", "C", "C", "N", "C", "H", "H", "H", "H", "N", "Pb", "H", "H", "C", "C", "H", "C", "C", "C", "H", "H", "H", "H", "C", "C", "N", "H", "H", "H", "H", "C", "H", "H", "C", "H", "H", "H", "C", "O", "H", "C", "H", "H", "C", "C", "C", "C", "N", "C"], "positions_angstrom": [[2.287, -1.393, 2.141], [-2.494, -3.930, 2.660], [-2.143, -4.860, 3.113], [0.794, -1.370, -5.221], [2.204, 1.670, -2.625], [-1.547, -0.521, -1.814], [-1.377, -1.484, 6.081], [3.598, 2.517, -1.913], [0.724, 0.862, 3.236], [3.071, -1.304, 2.915], [1.087, -0.352, -4.966], [2.751, -0.247, -0.135], [-2.844, -0.540, 4.919], [-2.213, 2.340, -4.404], [-0.236, -2.639, -3.953], [-3.340, -2.111, 5.616], [2.321, 1.494, 3.692], [-4.042, -0.252, -3.649], [-2.762, -1.191, 5.801], [-4.167, -2.269, 2.209], [-0.395, -1.500, 5.131], [-3.254, 0.273, -2.126], [-0.216, -3.480, -1.322], [1.410, 3.762, 1.056], [-3.804, -3.483, 2.825], [-3.535, 0.597, -3.169], [-5.183, -1.883, 2.326], [2.459, -2.326, 1.591], [2.355, -0.236, 1.229], [3.084, 1.547, -1.968], [-3.334, -1.556, 1.464], [-1.231, 0.153, -4.086], [1.611, -1.807, 5.026], [4.085, -1.863, -0.441], [2.134, 3.765, -0.576], [1.712, 0.030, -5.777], [-1.159, -0.866, -3.095], [-0.694, 1.039, -0.483], [1.314, -1.452, 2.654], [-0.606, -3.494, 1.681], [-0.576, -2.131, -3.066], [-1.633, -3.181, 1.865], [2.398, -2.224, -0.890], [1.541, 1.527, 2.914], [2.740, 1.095, -0.601], [2.348, 1.930, 0.481], [-4.543, -4.064, 3.371], [0.986, -1.838, 6.639], [-3.199, -0.686, 6.674], [-3.042, 3.044, -4.256], [2.258, 3.405, 0.454], [-0.087, 0.543, -4.798], [0.819, -1.919, 5.643], [-0.040, 4.514, -5.888], [-0.484, 4.750, -4.198], [3.748, 0.816, -2.448], [3.385, -1.186, -1.941], [-0.806, 4.282, -5.141], [3.176, 3.862, 0.864], [1.150, 2.549, 2.856], [-1.006, 2.803, -4.946], [-1.113, -1.741, 7.026], [0.932, 2.212, -5.681], [-1.735, 4.779, -5.446], [2.075, 1.103, 1.603], [-0.557, -1.221, 3.932], [-0.071, -1.507, 0.775], [-1.073, -1.262, 0.394], [-4.236, 1.434, -3.080], [1.723, -0.373, -4.071], [3.172, -1.441, -0.895], [0.007, 1.879, -5.208], [-2.336, 1.026, -3.952], [-0.572, -2.574, -1.789], [-1.170, -1.573, -1.011], [-2.080, -1.978, 1.251]], "mulliken_charge": [-0.504, -0.329, 0.351, 0.447, -0.040, -0.796, -0.209, 0.457, -0.051, 0.388, -1.616, 0.606, 0.295, -0.909, 0.430, 0.231, 0.222, 0.268, -0.807, -0.368, 0.467, 0.339, 0.514, 0.409, -0.529, -1.242, 0.354, 0.212, 0.782, -1.551, -0.422, -0.307, 0.285, 0.279, 0.381, 0.517, 0.591, 0.401, -0.520, 0.338, -0.789, -0.441, 0.113, -0.980, 0.695, 0.102, 0.396, 0.176, 0.317, 0.098, -1.987, 1.245, -0.491, 0.372, 0.245, 0.485, 0.361, -1.566, 0.208, 0.310, 0.889, 0.160, 0.191, 0.358, 0.364, -0.445, -0.692, -0.114, 0.368, 0.047, -1.689, -0.822, 0.689, -0.556, 0.591, 0.428]}


Which of them is most stable, and which least? Most stable: 2; least stable: 1.


1:
{"formula": "C4H12NO2", "method": "the ωB97M-V functional and the def2-TZVPD basis", "total_charge": -2, "e_lumo_ha": [0.2556, 0.2544], "orbital_gap_ha": [0.1105, 0.2635], "s2": 0.751, "spin_multiplicity": 2, "elements": ["O", "O", "H", "H", "C", "H", "H", "H", "C", "C", "C", "H", "H", "N", "H", "H", "H", "H", "H"], "positions_angstrom": [[1.512, 2.550, 1.234], [-2.246, 0.708, -1.268], [-0.246, -1.303, -1.401], [1.009, 2.149, 0.472], [1.584, -1.931, 0.553], [1.299, 0.542, -0.015], [-0.500, -2.254, 0.601], [0.140, -0.698, 1.562], [0.153, -1.362, 0.679], [-0.254, -0.565, -0.568], [-1.787, -0.284, -0.449], [-0.310, 1.135, -1.122], [1.618, -2.353, -0.464], [0.491, 0.725, -0.575], [2.392, -1.193, 0.557], [-1.986, -0.188, 0.657], [1.842, -2.780, 1.185], [-2.261, -1.308, -0.679], [1.579, 1.758, 1.790]], "mulliken_spin": [0.188, -0.012, -0.035, -0.137, 3.153, -0.280, -0.120, -0.377, 0.072, 0.029, 0.083, -0.110, 0.099, 0.199, -0.004, 0.005, -1.637, -0.007, -0.110]}


2:
{"formula": "C4H12NO2", "method": "the ωB97M-V functional and the def2-TZVPD basis", "total_charge": -2, "e_lumo_ha": [0.2463, 0.2453], "orbital_gap_ha": [0.0942, 0.2558], "s2": 0.751, "spin_multiplicity": 2, "elements": ["O", "H", "H", "H", "H", "C", "H", "H", "N", "H", "C", "O", "C", "H", "H", "C", "H", "H", "H"], "positions_angstrom": [[-1.884, 0.875, 2.562], [0.541, 2.538, -2.013], [1.583, -1.499, 1.159], [-1.196, -0.535, 0.528], [-2.230, 0.106, 2.114], [0.778, -0.748, 1.355], [1.119, 1.070, -2.924], [-0.998, 0.601, 2.884], [-0.397, 0.654, -1.585], [-0.906, 1.043, -0.801], [-0.038, -0.723, -1.244], [0.328, -0.934, 2.643], [0.759, 1.469, -1.970], [-0.532, -1.525, -1.810], [-0.468, -2.134, 0.390], [-0.278, -1.065, 0.249], [1.606, 1.377, -1.271], [1.180, 0.270, 1.178], [1.034, -0.839, -1.443]], "mulliken_spin": [0.009, -1.150, -0.042, -0.025, 0.001, 0.003, -0.462, 0.000, -0.732, 0.096, 0.590, -0.011, 3.350, -0.184, -0.025, -0.055, -0.255, 0.102, -0.210]}


Which of them is most stable, and which least? Most stable: 2; least stable: 1.